This record from OMol25 describes a structure of composition C37H37IrN3O2SSi in a non-equilibrium geometry. The level of theory is wB97M-V/def2-TZVPD.

Summary:
Orbital gap (alpha / beta) (eV): 5.39 / 5.57
Energy relative to the best compared isomer or geometry (same formula, charge and spin) (kcal per mole): 6.79
2S+1: 6
E_LUMO (alpha / beta) (eV): 0.39 / -1.87
<S²>: 8.77
E_HOMO (alpha / beta) (hartree): -0.1837 / -0.2733

Last column: Löwdin charge in e.
Atoms and positions in Å:
1 N 4.51 1.77 -0.46  0.0545
2 H 5.77 2.76 -2.70  0.1052
3 C 0.31 0.04 4.68  -0.1639
4 H 0.58 1.31 -2.50  0.0719
5 H 2.05 2.43 3.31  0.0423
6 C -1.89 1.66 0.75  -0.1532
7 C 7.21 -0.31 1.98  -0.0846
8 C -0.11 3.03 -3.58  -0.0856
9 C 5.93 3.24 -1.73  -0.0031
10 H -0.99 4.79 -4.44  0.0972
11 N 4.77 3.08 -0.86  -0.0741
12 H 0.50 0.94 5.28  0.0316
13 C -0.10 2.16 -2.50  -0.0889
14 C -1.72 -4.31 2.58  -0.0753
15 H -0.19 -4.70 4.03  0.1024
16 C 5.50 -0.31 0.28  -0.0112
17 C -0.57 -4.01 3.29  -0.0840
18 H 4.05 5.69 -1.31  0.0909
19 C -3.97 -0.85 -0.60  0.0033
20 C -2.82 -1.61 -0.52  -0.2758
21 C -2.52 -2.58 -1.46  -0.0272
22 H 7.89 -0.85 2.61  0.1028
23 C -0.34 -1.91 2.09  -0.2817
24 H -3.09 -3.64 1.06  0.1222
25 H 1.01 -2.61 3.60  0.0884
26 H 7.79 1.62 2.71  0.1043
27 C 3.14 1.56 -0.43  -0.3964
28 H 2.45 5.27 -1.95  0.0888
29 C 3.55 3.61 -1.24  -0.2469
30 H -0.76 -0.03 4.51  0.0361
31 C 2.55 2.75 -0.97  0.0749
32 H 6.80 2.79 -1.25  0.0851
33 C -0.97 2.33 -1.40  -0.2119
34 H 1.78 2.10 1.59  -0.0028
35 H 2.96 -1.66 3.06  0.0289
36 C -2.19 -3.42 1.62  -0.0013
37 C 5.44 1.08 0.35  -0.2012
38 C -1.86 4.30 -2.54  -0.0376
39 H 3.90 4.92 -2.90  0.0897
40 O 2.64 0.53 0.04  -0.1235
41 H -3.49 2.85 1.52  0.1006
42 H -1.59 -3.13 -1.40  0.1033
43 H -4.15 -0.08 0.14  0.1155
44 C 3.49 4.95 -1.89  -0.0045
45 H -3.48 4.44 -0.40  0.1037
46 H 0.61 -0.82 5.28  0.0275
47 C -4.86 -1.08 -1.65  -0.0747
48 H 6.41 -2.08 1.06  0.1086
49 H -5.76 -0.49 -1.72  0.1029
50 C 2.96 -0.58 3.21  -0.1498
51 H 0.56 2.87 -4.41  0.1023
52 C 6.27 1.78 1.23  -0.0263
53 H -2.25 -5.23 2.76  0.1032
54 C -1.88 3.42 -1.44  -0.1783
55 C 0.72 -1.37 -1.67  -0.9750
56 O -1.92 -1.29 0.48  -0.0784
57 H 3.62 -0.14 2.46  0.0104
58 H -3.18 -3.55 -3.24  0.1062
59 H 4.84 -0.83 -0.40  0.1247
60 H 6.12 4.30 -1.87  0.0902
61 Ir 0.40 -0.13 -0.13  1.3539
62 C -0.99 4.11 -3.60  -0.0927
63 C -0.95 1.45 -0.27  -0.2360
64 N 0.30 -0.71 1.82  -0.1809
65 C -2.79 3.60 -0.36  -0.0367
66 H 6.19 2.85 1.28  0.1161
67 C -1.50 -2.24 1.37  -0.2045
68 C -2.79 2.72 0.71  -0.0905
69 S 0.96 -2.21 -2.96  0.4909
70 Si 1.24 0.15 3.06  0.4220
71 H -2.56 5.13 -2.55  0.1063
72 H 1.49 2.91 -1.09  0.0950
73 H 0.41 2.46 2.65  0.0335
74 C -3.41 -2.80 -2.50  -0.0661
75 C 1.38 1.95 2.60  -0.1594
76 C 0.11 -2.82 3.06  -0.0371
77 H -1.92 0.99 1.60  0.0839
78 H -5.27 -2.23 -3.40  0.0989
79 H 3.37 -0.37 4.20  0.0380
80 C 7.15 1.08 2.03  -0.0768
81 C -4.58 -2.06 -2.59  -0.0907
82 C 6.37 -1.00 1.11  -0.0693